Entry 1:
Here is an isolated molecule of C18H18N4O2S at a distorted geometry from OMol25. Energies are from wB97M-V/def2-TZVPD.

Last column: Mulliken charge in e.
Geometry (Å):
C (-0.524, 1.758, 2.842)  -0.9865
C (-1.882, 1.326, 2.296)  -0.6474
N (-2.046, 1.743, 0.928)  0.1667
C (-1.750, 1.020, -0.189)  0.2086
S (-1.206, -0.628, -0.124)  -0.2111
C (-0.719, -0.843, -1.874)  -0.9169
C (0.784, -1.055, -1.970)  0.7554
O (1.515, -0.166, -2.350)  -0.6439
N (1.226, -2.282, -1.593)  0.2372
C (0.370, -3.375, -1.138)  -0.6490
C (1.318, -4.504, -0.699)  -0.6771
C (2.673, -3.984, -1.075)  0.6156
C (3.901, -4.598, -0.970)  -0.5940
C (5.033, -3.904, -1.377)  -0.5040
C (4.922, -2.617, -1.876)  -0.5454
C (3.690, -1.988, -1.986)  -0.7564
C (2.567, -2.688, -1.580)  0.0977
N (-1.965, 1.719, -1.272)  -0.3248
N (-2.395, 2.923, -0.894)  -0.7644
C (-2.445, 2.956, 0.417)  0.3904
C (-2.872, 4.102, 1.161)  0.6710
C (-3.312, 5.312, 0.686)  -0.7221
C (-3.605, 6.095, 1.823)  -0.3842
C (-3.324, 5.314, 2.902)  -0.5398
O (-2.879, 4.106, 2.516)  -0.3059
H (-0.411, 1.409, 3.864)  0.3547
H (0.277, 1.339, 2.237)  0.2998
H (-0.441, 2.843, 2.831)  0.3247
H (-1.969, 0.236, 2.320)  0.4097
H (-2.687, 1.763, 2.891)  0.3495
H (-1.292, -1.676, -2.279)  0.4823
H (-0.988, 0.091, -2.367)  0.4399
H (-0.275, -3.704, -1.960)  0.2899
H (-0.263, -3.039, -0.313)  0.2483
H (1.256, -4.684, 0.376)  0.3017
H (1.092, -5.442, -1.208)  0.3420
H (3.980, -5.602, -0.578)  0.4237
H (6.003, -4.371, -1.303)  0.3812
H (5.810, -2.088, -2.189)  0.3888
H (3.605, -0.988, -2.374)  0.5176
H (-3.404, 5.579, -0.345)  0.5589
H (-3.973, 7.100, 1.836)  0.4640
H (-3.394, 5.491, 3.957)  0.4537

Output
DFT total energy	-39848.412	eV
ΔE to the lowest compared entry with this formula, charge and spin	37.8	kcal per mole
LUMO energy	0.47	eV
HOMO level	-7.851	eV
SMILES	CCn1c(SCC(=O)N2CCc3ccccc32)nnc1-c1ccco1

Entry 2:
Here is an isolated molecule of C18H18N4O3S2 at a distorted geometry from OMol25. Energies are from wB97M-V/def2-TZVPD.

Last column: Mulliken charge in e.
Geometry (Å):
O (5.193, 0.738, -1.662)  -0.6717
C (4.422, 0.237, -0.872)  0.6469
C (4.711, -1.116, -0.217)  -0.7364
S (3.779, -2.465, -1.023)  -0.1579
C (2.289, -2.321, -0.180)  0.5713
N (1.982, -1.474, 0.763)  -0.2764
N (0.716, -1.749, 1.129)  -0.4591
C (0.303, -2.731, 0.407)  0.6129
C (-1.054, -3.336, 0.371)  -1.0113
N (-1.967, -2.466, -0.333)  -0.1246
C (-2.999, -1.853, 0.311)  0.5547
O (-3.308, -2.121, 1.454)  -0.6830
C (-3.734, -0.866, -0.488)  0.1868
C (-4.824, -0.156, -0.061)  -0.3398
C (-5.307, 0.748, -1.026)  -0.4866
C (-4.581, 0.720, -2.175)  -0.4179
S (-3.294, -0.411, -2.105)  -0.1856
O (1.267, -3.151, -0.463)  -0.3529
N (3.261, 0.786, -0.486)  0.1906
C (2.785, 2.044, -1.013)  -0.6265
C (2.150, 2.892, 0.094)  -1.2119
C (0.902, 2.235, 0.617)  0.6689
C (-0.294, 2.351, -0.082)  -0.6100
C (-1.440, 1.725, 0.372)  -0.4139
C (-1.405, 0.964, 1.529)  -0.3826
C (-0.218, 0.839, 2.229)  -0.6120
C (0.926, 1.472, 1.777)  -0.2263
H (4.453, -1.128, 0.840)  0.3396
H (5.760, -1.366, -0.369)  0.3891
H (-1.449, -3.431, 1.388)  0.4259
H (-0.999, -4.315, -0.114)  0.3183
H (-1.713, -2.169, -1.263)  0.2257
H (-5.248, -0.293, 0.917)  0.4755
H (-6.153, 1.392, -0.873)  0.4061
H (-4.722, 1.296, -3.068)  0.4584
H (2.661, 0.296, 0.171)  0.0920
H (2.045, 1.859, -1.802)  0.3299
H (3.644, 2.554, -1.456)  0.4237
H (2.873, 3.026, 0.900)  0.3168
H (1.910, 3.872, -0.322)  0.4292
H (-0.327, 2.946, -0.985)  0.4216
H (-2.366, 1.839, -0.174)  0.4161
H (-2.296, 0.470, 1.884)  0.5273
H (-0.183, 0.243, 3.127)  0.2525
H (1.847, 1.376, 2.335)  0.3067

Output
DFT total energy	-52731.962	eV
ΔE to the lowest compared entry with this formula, charge and spin	9.8	kcal per mole
LUMO energy	0.16	eV
HOMO level	-8.915	eV
SMILES	O=C(CSc1nnc(CNC(=O)c2cccs2)o1)NCCc1ccccc1

Entry 3:
Here is an isolated molecule of C18H18N4O5S2 at a distorted geometry from OMol25. Energies are from wB97M-V/def2-TZVPD.

Last column: Mulliken charge in e.
Geometry (Å):
C (-5.280, -2.540, 0.922)  -0.8477
O (-4.739, -1.368, 1.485)  -0.4527
C (-3.856, -0.636, 0.763)  0.2697
C (-3.424, -0.965, -0.519)  -0.1673
C (-2.516, -0.143, -1.180)  0.5694
O (-2.035, -0.375, -2.428)  -0.3853
C (-2.473, -1.515, -3.130)  -0.9881
C (-2.028, 1.000, -0.552)  -0.2843
C (-2.450, 1.310, 0.734)  -0.1540
C (-1.931, 2.547, 1.377)  -0.2563
O (-2.595, 3.521, 1.631)  -0.6224
N (-0.574, 2.557, 1.651)  0.0020
C (0.337, 1.547, 1.681)  0.4731
N (1.571, 1.768, 1.984)  -0.9345
N (2.325, 0.678, 2.028)  -0.1112
C (1.684, -0.412, 1.763)  0.4859
S (2.361, -1.999, 1.744)  -0.1224
C (4.137, -1.635, 1.983)  -0.7255
C (4.700, -1.115, 0.663)  0.5150
O (5.131, -1.858, -0.189)  -0.6478
N (4.659, 0.230, 0.557)  -0.1953
C (4.734, 0.869, -0.747)  -1.1225
C (3.351, 1.044, -1.286)  0.5646
C (2.457, 0.123, -1.752)  -0.6079
C (1.258, 0.831, -2.013)  0.0057
C (1.512, 2.124, -1.676)  -0.9245
O (2.773, 2.263, -1.231)  -0.3514
S (-0.022, -0.160, 1.404)  -0.0505
C (-3.372, 0.512, 1.389)  -0.4813
H (-5.955, -2.942, 1.676)  0.2391
H (-5.847, -2.324, 0.010)  0.3423
H (-4.502, -3.278, 0.704)  0.3341
H (-3.795, -1.853, -1.001)  0.5914
H (-2.201, -2.437, -2.607)  0.3849
H (-1.961, -1.483, -4.090)  0.2432
H (-3.555, -1.493, -3.298)  0.3727
H (-1.327, 1.628, -1.076)  0.5603
H (-0.214, 3.442, 1.998)  0.3007
H (4.233, -0.929, 2.803)  0.3845
H (4.585, -2.597, 2.229)  0.4091
H (4.127, 0.738, 1.260)  0.4006
H (5.221, 1.840, -0.645)  0.3194
H (5.321, 0.214, -1.395)  0.4217
H (2.638, -0.922, -1.894)  0.5579
H (0.343, 0.426, -2.395)  0.6370
H (0.910, 3.011, -1.713)  0.5432
H (-3.716, 0.756, 2.381)  0.5055

Output
DFT total energy	-56825.529	eV
ΔE to the lowest compared entry with this formula, charge and spin	1.9	kcal per mole
LUMO energy	0.31	eV
HOMO level	-8.427	eV
SMILES	COc1cc(OC)cc(C(=O)Nc2nnc(SCC(=O)NCc3ccco3)s2)c1

Entry 4:
Here is an isolated molecule of C18H18O7 at a distorted geometry from OMol25. Energies are from wB97M-V/def2-TZVPD.

Last column: Mulliken charge in e.
Geometry (Å):
C (3.421, 1.034, -2.247)  -1.0462
C (3.384, 0.079, -1.073)  -0.6551
C (2.305, 0.296, -0.024)  -0.9052
C (0.906, 0.212, -0.598)  -0.0266
O (0.497, -1.167, -0.969)  -0.5826
C (-0.603, -1.146, -1.981)  -0.0606
C (-0.143, -0.927, -3.395)  -0.4894
C (0.992, -1.712, -3.907)  0.1385
O (1.471, -1.242, -4.944)  -0.5875
O (1.250, -2.945, -3.444)  -0.4309
C (-1.828, -0.235, -1.539)  -1.1714
C (-1.636, 0.407, -0.171)  0.3518
O (-1.089, 1.735, -0.177)  -0.7008
C (-0.205, 0.820, 0.343)  1.9730
C (-0.022, 0.829, 1.844)  0.8069
O (1.058, 0.859, 2.327)  -0.8518
C (-1.146, 0.742, 2.809)  0.2940
C (-0.911, 0.736, 4.261)  0.0598
O (0.290, 0.638, 4.744)  -0.5955
C (-1.956, 0.481, 5.146)  -0.5429
C (-3.260, 0.214, 4.716)  -0.4317
C (-3.531, 0.301, 3.319)  -0.8795
C (-2.466, 0.506, 2.319)  0.2860
C (-2.786, 0.419, 0.875)  -0.0735
O (-3.926, 0.090, 0.477)  -0.6464
H (4.505, 1.391, -2.443)  0.3064
H (2.898, 1.896, -2.002)  0.3950
H (3.063, 0.432, -3.093)  0.1332
H (3.371, -0.944, -1.458)  0.3662
H (4.380, 0.138, -0.534)  0.4322
H (2.519, 1.302, 0.382)  0.3408
H (2.405, -0.484, 0.728)  0.4036
H (0.818, 0.880, -1.484)  0.2311
H (-0.837, -2.163, -1.917)  0.7496
H (0.033, 0.118, -3.479)  0.3403
H (-1.012, -1.185, -3.974)  0.4780
H (1.843, -3.202, -4.190)  0.3653
H (-2.737, -0.852, -1.599)  0.3522
H (-1.772, 0.593, -2.304)  0.4022
H (0.826, 0.836, 4.001)  0.4139
H (-1.763, 0.535, 6.191)  0.4577
H (-4.080, -0.196, 5.418)  0.2961
H (-4.524, -0.121, 3.048)  0.3043

Output
DFT total energy	-33287.474	eV
ΔE to the lowest compared entry with this formula, charge and spin	47.8	kcal per mole
LUMO energy	-0.99	eV
HOMO level	-8.873	eV
SMILES	CCC[C@H]1O[C@H](CC(=O)O)C[C@]23O[C@]12C(=O)c1c(O)cccc1C3=O

Entry 5:
Here is a structure of composition C18H19AlEuNS2 at a distorted geometry from OMol25. Energies are from wB97M-V/def2-TZVPD.

Last column: Löwdin spin population.
Geometry (Å):
C (5.919, 0.117, 1.525)  -0.0090
C (5.025, -0.542, 1.020)  -0.0106
Al (3.575, -1.734, 0.111)  0.0008
C (3.347, -0.868, -1.740)  -0.0001
C (3.190, 0.664, -1.734)  -0.0020
C (1.754, 1.216, -1.623)  0.0041
S (0.570, -0.082, -1.162)  0.0795
C (-0.973, 0.717, -1.415)  0.0284
S (-1.343, 1.458, -2.812)  0.7049
N (-1.963, 0.715, -0.438)  0.1280
C (-2.937, -0.331, -0.631)  0.0068
C (-2.588, -1.663, -0.762)  0.0093
C (-3.572, -2.642, -0.917)  0.0002
C (-4.906, -2.277, -0.964)  0.0072
C (-5.246, -0.942, -0.842)  0.0004
C (-4.273, 0.036, -0.681)  0.0043
C (-1.496, 0.948, 0.920)  0.0104
C (-1.112, -0.063, 1.792)  0.0049
C (-0.700, 0.245, 3.087)  0.0015
C (-0.678, 1.568, 3.516)  0.0001
C (-1.047, 2.576, 2.627)  0.0000
C (-1.455, 2.274, 1.331)  0.0011
H (6.611, 0.635, 2.153)  0.0003
H (4.300, -3.135, -0.089)  0.0004
H (2.241, -1.769, 0.970)  0.0015
H (2.574, -1.356, -2.325)  0.0000
H (4.289, -1.094, -2.261)  -0.0001
H (3.759, 1.066, -0.878)  -0.0012
H (3.619, 1.060, -2.661)  -0.0001
H (1.721, 1.988, -0.860)  0.0005
H (1.466, 1.699, -2.547)  0.0030
H (-1.552, -1.970, -0.736)  0.0003
H (-3.279, -3.676, -0.992)  0.0001
H (-5.660, -3.036, -1.074)  0.0003
H (-6.288, -0.669, -0.874)  -0.0001
H (-4.541, 1.074, -0.575)  0.0002
H (-1.118, -1.099, 1.492)  -0.0001
H (-0.414, -0.546, 3.760)  0.0004
H (-0.386, 1.799, 4.525)  0.0000
H (-1.020, 3.599, 2.964)  0.0000
H (-1.740, 3.070, 0.662)  -0.0003
Eu (6.326, 0.971, -0.864)  5.0246

Output
DFT total energy	-68037.449	eV
LUMO energy (alpha / beta)	-7.98 / -8.93	eV
HOMO level (alpha / beta)	-13.935 / -13.828	eV
spin multiplicity	7
net charge	+2